{
  "formula": "C53H45N4O6P2SiSr",
  "method": "ωB97M-V/def2-TZVPD",
  "elements": ["Sr", "C", "Si", "C", "C", "C", "C", "C", "C", "P", "C", "C", "C", "C", "C", "C", "C", "C", "C", "C", "C", "C", "C", "C", "C", "C", "C", "C", "P", "C", "C", "C", "C", "C", "C", "C", "C", "C", "C", "C", "C", "H", "H", "H", "H", "H", "H", "H", "H", "H", "H", "H", "H", "H", "H", "H", "H", "H", "H", "H", "H", "H", "H", "H", "H", "H", "H", "H", "H", "H", "H", "H", "C", "C", "O", "N", "C", "C", "C", "C", "C", "C", "N", "H", "H", "H", "H", "H", "H", "H", "H", "H", "H", "O", "C", "C", "C", "C", "C", "C", "C", "O", "N", "O", "O", "H", "H", "H", "H", "O", "C", "N"],
  "coordinates": [[0.812, 1.047, 0.704], [-2.972, 0.836, 3.056], [-1.749, -0.430, 2.187], [-2.978, -1.121, 0.860], [-4.138, -1.873, 1.263], [-5.145, -2.309, 0.394], [-5.067, -1.981, -0.952], [-3.920, -1.361, -1.399], [-2.920, -0.941, -0.499], [-1.327, -0.412, -1.203], [-1.992, 0.963, -2.244], [-2.415, 2.123, -1.617], [-2.967, 3.156, -2.409], [-3.154, 2.994, -3.759], [-2.685, 1.822, -4.368], [-2.109, 0.846, -3.634], [-0.834, -1.722, -2.386], [0.339, -1.429, -3.106], [1.065, -2.436, -3.677], [0.695, -3.757, -3.510], [-0.398, -4.077, -2.772], [-1.196, -3.018, -2.235], [-1.762, -1.911, 3.404], [-2.331, -1.766, 4.682], [-2.116, -2.714, 5.666], [-1.382, -3.862, 5.416], [-0.861, -4.034, 4.104], [-1.033, -3.101, 3.120], [-0.290, -3.301, 1.475], [-0.103, -5.144, 1.471], [-1.233, -5.965, 1.547], [-1.089, -7.374, 1.333], [0.144, -8.014, 1.229], [1.237, -7.153, 1.221], [1.161, -5.773, 1.364], [1.475, -2.634, 1.667], [2.105, -2.487, 0.451], [3.388, -2.005, 0.404], [4.025, -1.618, 1.579], [3.340, -1.693, 2.813], [2.069, -2.245, 2.874], [-3.908, 0.319, 3.373], [-3.175, 1.567, 2.297], [-2.626, 1.412, 3.858], [-4.266, -2.007, 2.333], [-6.015, -2.790, 0.816], [-5.887, -2.285, -1.640], [-3.784, -1.224, -2.552], [-2.352, 2.376, -0.621], [-3.169, 4.126, -1.970], [-3.612, 3.758, -4.386], [-2.697, 1.702, -5.451], [-1.843, -0.089, -4.107], [0.718, -0.421, -3.016], [1.944, -2.243, -4.274], [1.284, -4.530, -4.027], [-0.676, -5.085, -2.607], [-2.010, -3.308, -1.562], [-2.956, -0.876, 4.860], [-2.590, -2.581, 6.654], [-1.286, -4.636, 6.174], [-0.351, -4.973, 3.861], [-2.227, -5.546, 1.505], [-2.020, -7.921, 1.311], [0.176, -9.077, 0.984], [2.243, -7.606, 1.214], [2.066, -5.201, 1.282], [1.573, -2.724, -0.472], [3.961, -1.944, -0.497], [5.003, -1.151, 1.457], [3.778, -1.336, 3.723], [1.544, -2.404, 3.771], [-2.358, 4.940, 1.862], [-0.990, 4.337, 1.822], [-0.734, 3.234, 1.258], [-0.052, 5.041, 2.499], [1.365, 4.749, 2.421], [1.965, 5.263, 1.108], [3.172, 4.740, 0.673], [3.577, 4.922, -0.649], [2.656, 5.571, -1.498], [1.516, 6.109, -0.960], [1.167, 5.966, 0.318], [-3.139, 4.157, 1.686], [-2.526, 5.585, 0.977], [-2.495, 5.580, 2.788], [-0.316, 5.952, 2.832], [1.451, 3.681, 2.396], [1.950, 5.110, 3.259], [3.700, 4.096, 1.317], [4.528, 4.449, -1.008], [2.835, 5.596, -2.564], [0.812, 6.683, -1.527], [3.159, 0.951, -0.395], [3.660, 1.406, -1.374], [3.021, 2.103, -2.484], [3.850, 2.400, -3.589], [3.289, 3.013, -4.659], [1.864, 3.119, -4.774], [1.026, 2.804, -3.703], [1.617, 2.294, -2.460], [0.823, 1.983, -1.546], [4.096, 3.559, -5.734], [5.270, 3.310, -5.814], [3.535, 4.369, -6.484], [4.742, 1.268, -1.455], [4.883, 2.169, -3.497], [1.450, 3.525, -5.715], [-0.043, 3.023, -3.704], [2.827, 2.286, 4.873], [2.400, 1.772, 3.871], [1.917, 1.455, 2.834]],
  "mulliken_charge": [2.28, -1.76, 1.81, -0.01, -0.66, -1.13, -0.62, 0.08, 0.20, 2.05, 0.88, -1.37, -0.49, -0.65, -0.57, -0.31, 0.35, -0.72, -0.85, -0.58, -0.75, -0.74, -0.04, -0.83, -0.53, -1.12, 0.06, -0.50, 1.26, 0.12, -0.38, -0.50, -0.71, -0.43, -0.40, 0.32, 0.01, -0.57, -0.52, -0.70, -0.66, 0.45, 0.12, 0.51, 0.37, 0.44, 0.32, 0.05, 0.73, 0.40, 0.36, 0.36, 0.29, 0.40, 0.44, 0.34, 0.51, 0.17, 0.24, 0.34, 0.39, 0.38, 0.40, 0.37, 0.35, 0.30, 0.38, -0.08, 0.54, 0.32, 0.40, 0.55, -1.36, 0.41, 0.42, -0.03, -0.49, 0.52, -0.51, -0.19, -0.38, -0.48, -0.51, 0.27, 0.31, 0.30, 0.23, -0.39, 0.53, 0.51, 0.42, 0.41, 0.45, -0.39, -1.05, 0.61, -0.41, -0.56, -0.49, -0.20, -0.05, 0.35, 1.00, -0.65, -0.63, 0.25, 0.59, 0.44, 0.24, -0.73, 1.05, -2.29],
  "e_tot_ev": -101230.2289,
  "e_homo_ev": -3.9,
  "relative_energy_ev": 1.560,
  "total_charge": -1,
  "multiplicity": 1
}